Model w:
ORCA calculation (wB97M-V/def2-TZVPD) on a 2-piece molecular cluster, C5H15N2O overall.

Cartesian coordinates (Å):
O -1.4790 -3.1776 1.1609
N 1.2768 0.4578 0.6383
N -1.3279 -1.3558 -0.9224
C 0.8392 2.7987 0.2334
C 2.5857 0.1844 0.0917
C 0.5597 1.5256 0.0011
C -1.4470 0.0560 -0.3075
C -0.5151 1.0648 -0.9683
H -2.2141 -3.5072 1.6988
H 0.0878 0.6413 -1.7717
H 2.5349 0.0718 -0.9958
H 1.3124 0.6516 1.6313
H 2.9612 -0.7959 0.3939
H -0.6273 -1.8280 -0.3339
H -2.2985 -1.7690 -0.9047
H 0.3140 3.6183 -0.2424
H -1.0365 -3.9803 0.8409
H 3.3294 0.9665 0.2781
H -1.0111 -1.3408 -1.8989
H 1.7006 3.1160 0.8113
H -1.1276 -0.1436 0.7111
H -2.4845 0.3372 -0.4455
H -1.0219 1.9603 -1.3211

Its highest occupied orbital energy (alpha / beta) is -0.1123 / -0.3481 Eh. The LUMO energy (alpha / beta) comes out at 0.92 / 0.70 eV. The spin multiplicity is 2. For the gap between HOMO and LUMO (alpha / beta), the calculation gives 3.973 / 10.174 eV.


Model x:
ORCA calculation (wB97M-V/def2-TZVPD) on a 2-piece molecular cluster, C5H15N2O overall.

Cartesian coordinates (Å):
O -1.9994 -1.2134 0.3728
N -0.7988 -2.0875 2.0812
N -0.0130 1.7565 -1.0873
C -0.7814 2.0729 0.1578
C 1.5765 0.2630 -2.2728
C -1.9309 -1.8311 1.4193
C 0.5042 -1.6567 1.6198
C 0.7722 0.4777 -1.0067
H 1.4349 0.5334 -0.1467
H 2.1278 -0.6793 -2.2072
H 2.3125 1.0670 -2.3624
H 0.6751 -1.9874 0.5962
H 1.2866 -2.0081 2.2823
H -1.3875 1.2008 0.3891
H -0.9081 -2.5246 2.9782
H 0.9629 0.2577 -3.1708
H -0.7091 1.6714 -1.8681
H -0.0609 2.2845 0.9475
H 0.6271 2.5493 -1.3370
H -2.8298 -2.2405 1.9031
H 0.5071 -0.5641 1.6067
H 0.0203 -0.2924 -0.8469
H -1.3884 2.9509 -0.0482

Its highest occupied orbital energy (alpha / beta) is -0.1090 / -0.3822 Eh. The LUMO energy (alpha / beta) comes out at 0.52 / 0.48 eV. The spin multiplicity is 2. For the gap between HOMO and LUMO (alpha / beta), the calculation gives 3.489 / 10.877 eV.


In terms of stability, model x leads; the second structure lies 0.0398 hartree higher.


Model w:
ORCA calculation (wB97M-V/def2-TZVPD) on a single C4H10N2O molecule.

Cartesian coordinates (Å):
O -0.5679 -0.8915 -1.3727
N -0.5728 1.5052 -1.2129
N -1.6532 0.6468 1.3481
C 1.6164 -0.8821 0.6925
C 0.5211 0.1537 0.4772
C -0.7373 -0.2047 1.2096
C 0.1512 0.2845 -1.0159
H 1.3103 -1.8371 0.2719
H -2.4927 0.3176 1.8195
H -1.2760 1.6040 -0.4824
H 2.5362 -0.5658 0.2070
H 1.8129 -1.0104 1.7549
H -1.0361 1.5234 -2.1147
H 1.0751 0.3343 -1.6174
H 0.8514 1.1442 0.7963
H -0.7936 -1.2433 1.5588
H -0.7449 -0.8788 -2.3200

Its highest occupied orbital energy is -0.3466 Eh. The LUMO energy comes out at 0.87 eV. The spin multiplicity is 1. For the gap between HOMO and LUMO, the calculation gives 10.304 eV. Its structure (SMILES) is [H]/N=C/[C@@H](C)[C@H](N)O.


Model x:
ORCA calculation (wB97M-V/def2-TZVPD) on a single C4H10N2O molecule.

Cartesian coordinates (Å):
O 1.7334 0.5658 0.7500
N 2.9117 -0.0741 0.3578
N 0.8508 0.4622 -1.6515
C -0.5991 -1.1426 0.9971
C 0.4791 0.5566 -0.4877
C -0.4556 0.2935 0.5389
C -1.9397 0.7081 -0.4900
H 0.1602 0.4752 -2.3924
H 2.7061 -1.0583 0.1721
H -0.5040 -1.8372 0.1638
H -0.4697 1.0455 1.3213
H -1.5796 -1.2957 1.4449
H -2.7360 0.6872 0.2486
H -2.0963 -0.0646 -1.2390
H 3.2162 0.3344 -0.5283
H 0.1831 -1.3557 1.7235
H -1.8605 1.6997 -0.9290

Its highest occupied orbital energy is -0.3039 Eh. The LUMO energy comes out at 0.82 eV. The spin multiplicity is 1. For the gap between HOMO and LUMO, the calculation gives 9.092 eV. Its structure (SMILES) is [H]/N=C(/ON)C(C)C.


In terms of stability, model w leads; the second structure lies 0.1437 hartree higher.


Model w:
ORCA calculation (wB97M-V/def2-TZVPD) on C28H21Br4IN6NaO4P as an isolated structure.

Cartesian coordinates (Å):
I -4.5261 6.5459 -1.0650
Br -1.9229 3.3644 3.5868
Br 3.6292 3.5167 5.0125
Br 0.5521 4.6858 5.4000
Br 4.1692 1.0704 2.8002
P -2.2635 -0.8393 -1.8764
Na -0.0937 0.0414 0.2166
O -0.1017 1.0970 -1.7908
O 1.6460 0.2638 1.4301
O -0.9275 1.2127 1.7730
O 1.2735 2.7707 -2.3578
N 0.9035 -1.9427 -0.7286
N 2.0049 -3.4263 -1.6775
N 2.6594 -2.3386 -2.0139
N 2.4055 -4.6993 -2.0697
N -0.7772 -1.2584 3.2972
N 0.9584 -3.2311 -0.9175
C 0.9109 3.2981 4.1541
C -4.9579 -4.6010 -1.5440
C 1.9334 -1.4082 -1.4050
C -2.9525 1.1005 -3.8093
C 2.1897 2.8082 3.9892
C -2.9330 5.1936 -1.2999
C 2.4205 1.7709 3.0733
C -1.2050 -1.4100 -3.2724
C -3.3803 0.3105 -2.7478
C 1.4143 1.1915 2.2726
C -1.8149 3.1829 -0.6473
C -5.0034 -3.8526 -2.7155
C -5.5141 1.4488 -2.8054
C -3.3590 -3.0527 -0.6304
C -4.1357 -4.1991 -0.5028
C -4.2250 -2.7126 -2.8408
C -3.3904 -2.3004 -1.8021
C 0.1867 2.3256 -1.9763
C -2.0191 5.4031 -2.3183
C -0.9954 4.4833 -2.4895
C 0.0389 1.7059 2.4624
C -4.6693 0.5040 -2.2479
C -0.9012 3.3566 -1.6808
C -0.1349 2.7330 3.4001
C -1.3680 -1.1017 2.2799
C -3.7995 2.0469 -4.3682
C -2.8312 4.1077 -0.4470
C -5.0805 2.2244 -3.8715
H -0.1893 -0.5918 3.7929
H 1.7491 -5.3272 -1.6166
H -4.1016 -4.7710 0.4168
H -6.5054 1.5967 -2.3931
H 2.1296 -0.3491 -1.4499
H -5.0088 -0.0859 -1.4035
H -0.7603 -2.3633 -2.9820
H -1.7238 2.3349 0.0241
H -2.7269 -2.7235 0.1879
H -2.1075 6.2631 -2.9703
H -5.6508 -4.1579 -3.5298
H -0.4131 -0.6767 -3.4169
H -4.2732 -2.1239 -3.7507
H -5.7291 2.9826 -4.2918
H 2.2621 -4.7668 -3.0729
H -1.9384 1.0051 -4.1764
H -3.5309 3.9716 0.3668
H -5.5692 -5.4905 -1.4441
H -3.4405 2.6710 -5.1768
H -0.2490 4.6248 -3.2617
H -1.7791 -1.5476 -4.1920

Its highest occupied orbital energy is -0.0402 Eh. The LUMO energy comes out at 3.47 eV. The spin multiplicity is 1. For the gap between HOMO and LUMO, the calculation gives 4.564 eV. As for the charge: -2.


Model x:
ORCA calculation (wB97M-V/def2-TZVPD) on C28H21Br4IN6NaO4P as an isolated structure.

Cartesian coordinates (Å):
I -5.6890 3.7781 0.2219
Br -0.0172 4.6226 5.6148
Br -2.4811 2.5600 6.4615
Br -3.3082 0.0845 4.3627
Br 1.6331 4.0822 2.7667
P 1.8403 1.3135 -1.0840
Na -0.1570 -0.0659 0.5752
O 0.7033 1.5747 1.3756
O -1.0492 -1.3322 -0.7303
O -1.5864 0.0749 1.9392
O -2.7044 -2.2983 -1.8975
N 2.3300 -3.8609 1.5841
N 1.0316 -2.0638 1.7386
N 0.0484 -2.1367 -2.9618
N 1.8636 -2.0343 2.7526
N 2.6045 -3.1046 2.6193
N 3.6435 -3.3878 3.5041
C -5.1594 0.8257 -0.1661
C 3.2320 1.1729 -5.5498
C -1.2009 0.9898 2.7432
C 4.7445 4.7319 0.2111
C -2.4813 1.0802 -0.8714
C -4.4150 -0.2986 -0.5003
C 3.0170 2.6389 -0.5317
C -4.5476 2.0697 -0.2105
C -0.4888 3.1588 4.4918
C 3.8691 4.8918 -0.8580
C 3.8785 2.5068 0.5535
C 0.2259 2.9155 3.2926
C 0.2604 -1.2891 -2.1135
C -1.8603 1.2576 3.9656
C 4.7407 3.5368 0.9154
C 2.8255 -0.1335 -0.4640
C 2.4534 1.2611 -2.8509
C -3.2127 2.2181 -0.5577
C 1.3224 -3.1790 1.0452
C 3.7983 1.3552 -3.2155
C -2.2503 -1.3966 -1.1880
C 4.1883 1.3117 -4.5477
C 3.0201 3.8563 -1.2193
C 1.5085 1.1266 -3.8681
C -3.0809 -0.1796 -0.8498
C -0.0203 1.8384 2.4222
C -1.5212 2.3135 4.8377
C 1.8898 1.0817 -5.2060
H 3.8883 0.0009 -0.6664
H 0.4627 1.0358 -3.5984
H -2.7400 3.1913 -0.5634
H -1.4260 1.1672 -1.1378
H 3.8485 5.8258 -1.4091
H 3.6484 -2.6223 4.1682
H 2.4540 -1.0270 -0.9632
H 2.6672 -0.2287 0.6136
H 5.3969 3.4105 1.7686
H 2.3455 3.9876 -2.0602
H -0.7911 -2.7164 -2.9345
H 5.2391 1.3834 -4.8070
H -6.1945 0.7331 0.1337
H 5.4070 5.5391 0.5034
H 1.1380 0.9669 -5.9785
H 3.4169 -4.2548 3.9759
H 4.5522 1.4788 -2.4442
H 0.7968 -3.4770 0.1487
H 3.8625 1.6032 1.1470
H 3.5337 1.1355 -6.5908
H -4.8702 -1.2815 -0.4719

Its highest occupied orbital energy is -0.0321 Eh. The LUMO energy comes out at 3.60 eV. The spin multiplicity is 1. For the gap between HOMO and LUMO, the calculation gives 4.478 eV. As for the charge: -2.


In terms of stability, model w leads; the second structure lies 0.0485 hartree higher.


Model w:
ORCA calculation (wB97M-V/def2-TZVPD) on an isolated ion of composition C4H10NS and charge +1.

Cartesian coordinates (Å):
S -1.5352 1.0596 -0.7947
N 1.0984 -0.0708 -0.5589
C 0.0775 0.6427 1.5185
C -0.8236 -1.4179 0.2813
C 0.0038 -0.1092 0.2230
C -0.5880 1.3878 -2.0526
H -0.4918 -2.0501 1.0290
H -1.8914 -1.1129 0.5382
H -0.5770 -1.9632 -0.5341
H 1.9979 0.3684 -0.3786
H 1.3009 -0.7733 -1.2292
H -0.3671 0.1341 2.3262
H 1.0720 0.8153 1.7672
H 0.2197 0.8072 -2.2189
H -0.3893 1.5739 1.4157
H -0.8172 2.2848 -2.6550

Its highest occupied orbital energy is -0.5267 Eh. The LUMO energy comes out at -5.54 eV. The spin multiplicity is 1. For the gap between HOMO and LUMO, the calculation gives 8.790 eV. As for the charge: +1.


Model x:
ORCA calculation (wB97M-V/def2-TZVPD) on a 2-piece molecular cluster, C4H10NS overall.

Cartesian coordinates (Å):
S -3.5362 -2.2220 0.2804
N -0.0747 0.0277 -1.0946
C -2.1774 -2.3126 1.3090
C 0.8973 -0.4234 -0.2451
C 1.4770 1.7380 0.7956
C 1.5461 0.2975 0.7153
H -4.3504 -2.9384 1.0395
H 1.9960 2.2326 -0.1455
H -2.3700 -2.6230 2.2750
H 1.0695 -1.4930 -0.3513
H -0.5371 0.8839 -0.9750
H 0.3895 2.0325 0.9985
H 2.3930 -0.1990 1.1558
H -0.3850 -0.5387 -1.9081
H 2.0478 2.3211 1.6438
H -1.3382 -1.7335 0.9887

Its highest occupied orbital energy (alpha / beta) is -0.4136 / -0.3962 Eh. The LUMO energy (alpha / beta) comes out at -7.06 / -7.63 eV. The spin multiplicity is 1. For the gap between HOMO and LUMO (alpha / beta), the calculation gives 4.192 / 3.152 eV. As for the charge: +1.


In terms of stability, model w leads; the second structure lies 0.0618 hartree higher.